Computed, not measured: an isolated molecule of C3H8O3 at a distorted geometry, with ωB97M-V/def2-TZVPD.

Calculated values
LUMO ... 0.598 eV
HOMO-LUMO gap ... 10.4 eV
ΔE to the lowest compared entry with this formula, charge and spin ... 205.9 kJ/mol

Cartesian coordinates (Å):
C  -0.034  -1.372  -0.615
C  -0.282  -0.445  0.553
O  -1.819  0.026  0.602
C  0.191  0.951  0.473
O  1.719  0.496  0.708
O  0.011  1.534  -0.754
H  0.928  -1.868  -0.501
H  -0.820  -2.124  -0.640
H  -0.049  -0.830  -1.559
H  -0.157  -0.889  1.535
H  -2.065  0.324  -0.284
H  -0.013  1.575  1.342
H  2.067  0.176  -0.135
H  0.323  2.446  -0.724

=====

Computed, not measured: an isolated molecule of C3H8O3S2 at a distorted geometry, with ωB97M-V/def2-TZVPD.

Calculated values
LUMO ... 0.536 eV
HOMO-LUMO gap ... 9.9 eV
ΔE to the lowest compared entry with this formula, charge and spin ... 353.9 kJ/mol

Cartesian coordinates (Å):
C  2.015  -0.496  0.410
C  0.760  -0.505  -0.469
O  -0.276  -1.435  -0.044
C  0.157  0.887  -0.556
O  -1.225  0.789  -1.071
S  -2.217  0.443  0.166
O  -1.549  0.345  1.409
S  -3.639  -0.735  -0.370
H  2.310  -1.470  0.746
H  2.895  0.099  -0.028
H  1.599  0.089  1.249
H  0.978  -0.800  -1.574
H  0.164  -1.810  0.810
H  0.190  1.399  0.518
H  0.576  1.430  -1.272
H  -2.736  1.769  0.075

=====

Computed, not measured: a cluster of 2 separate species, C3H8O4 in total at a distorted geometry, with ωB97M-V/def2-TZVPD.

Calculated values
LUMO ... 0.454 eV
HOMO-LUMO gap ... 11.1 eV
ΔE to the lowest compared entry with this formula, charge and spin ... 139.6 kJ/mol

Cartesian coordinates (Å):
O  0.943  0.628  0.879
C  1.059  0.411  -0.324
O  2.037  -0.426  -0.784
C  0.020  1.062  -1.195
C  -1.408  0.606  -0.911
O  -1.211  -0.815  -0.652
H  2.777  -0.297  -0.081
H  0.250  0.758  -2.217
H  0.162  2.119  -1.095
H  -2.202  0.755  -1.664
H  -1.711  1.161  -0.005
H  -0.325  -0.912  -0.343
O  -1.061  -1.199  2.515
H  -0.747  -0.380  2.244
H  -1.901  -1.173  2.080

=====

Computed, not measured: a cluster of 2 separate species, C3H8O4 in total at a distorted geometry, with ωB97M-V/def2-TZVPD.

Calculated values
LUMO ... 0.623 eV
HOMO-LUMO gap ... 10.6 eV
ΔE to the lowest compared entry with this formula, charge and spin ... 170.6 kJ/mol

Cartesian coordinates (Å):
C  0.709  0.119  0.970
O  0.388  -0.071  -0.397
C  0.291  1.251  -0.933
C  -0.389  1.152  -2.292
O  -1.537  1.558  -2.403
O  0.381  0.521  -3.213
H  -0.031  0.567  1.655
H  1.618  0.744  0.977
H  0.970  -0.886  1.343
H  -0.253  1.959  -0.279
H  1.243  1.732  -1.232
H  1.262  0.135  -2.955
O  -1.433  -2.838  2.547
H  -2.342  -3.057  2.854
H  -0.878  -2.888  3.358

=====

- Among the records above, which one has the highest ΔE to the lowest compared entry with this formula, charge and spin?
  C3H8O3S2